DFT (ωB97M-V/def2-TZVPD) results for the molecule C2H3NOS at a distorted geometry.

The calculation puts the total energy at -606.058946 Eh. Its spin multiplicity is 3. The energy relative to the best compared isomer or geometry (same formula, charge and spin) is 31.8 kcal/mol. The value obtained for the HOMO energy (alpha / beta) is -9.21 / -9.55 eV. As for the maximum force: 0.0299 hartree/bohr.

Last column: Löwdin spin population.
Cartesian coordinates (Å):
C 1.175473 1.032548 0.109695  0.073
C -0.176766 -0.822242 0.006062  0.087
N -0.000857 0.599962 0.155426  0.068
O 0.935814 -1.583482 0.113887  0.755
S 2.576749 0.035215 -0.040862  0.904
H 1.342060 2.098672 0.141599  0.012
H -0.887550 -1.113979 0.804132  0.050
H -0.678214 -0.946866 -0.972521  0.052

Atoms 1-3, force components in eV/Å:
C 0.91 -0.14 -0.11
C 0.48 0.63 0.84
N -1.48 -0.26 -0.34